Entry 1:
{
  "formula": "C24H38FNO6S",
  "method": "the ωB97M-V functional and the def2-TZVPD basis",
  "elements": ["C", "C", "C", "C", "C", "C", "S", "C", "O", "O", "C", "O", "O", "C", "C", "C", "C", "C", "F", "C", "C", "C", "C", "N", "C", "H", "H", "H", "H", "H", "H", "H", "H", "H", "H", "H", "H", "H", "H", "H", "H", "H", "H", "H", "H", "H", "H", "H", "H", "H", "H", "C", "C", "O", "C", "H", "H", "H", "H", "H", "H", "C", "C", "O", "C", "H", "H", "H", "H", "H", "H"],
  "xyz": [[-0.943, 0.508, -1.779], [-1.288, 1.939, -1.520], [-0.156, 2.960, -1.383], [1.323, 2.587, -1.479], [1.650, 2.280, -2.909], [1.951, 1.625, -0.430], [1.013, 2.010, 1.122], [2.009, 1.531, 2.504], [0.977, 3.435, 1.242], [-0.304, 1.440, 1.119], [3.258, 2.377, 0.026], [3.339, 3.453, 0.489], [4.320, 1.597, -0.167], [3.947, 0.655, -1.159], [2.563, 0.183, -0.767], [2.981, -0.828, 0.353], [2.144, -1.760, 1.224], [0.700, -1.653, 1.487], [2.323, -3.014, 0.707], [2.152, -0.653, -1.965], [1.248, -1.639, -1.798], [0.914, -2.419, -2.831], [1.489, -2.207, -4.014], [2.393, -1.294, -4.217], [2.694, -0.547, -3.179], [-1.825, -0.070, -1.681], [-0.552, 0.308, -2.744], [-0.304, 0.158, -1.021], [-1.964, 2.262, -2.266], [-1.855, 1.955, -0.631], [-0.346, 3.567, -0.549], [-0.273, 3.633, -2.187], [1.798, 3.510, -1.318], [1.305, 3.087, -3.490], [2.690, 2.190, -3.100], [1.157, 1.426, -3.268], [2.371, 2.420, 2.925], [1.392, 1.050, 3.204], [2.831, 0.905, 2.258], [3.981, 1.222, -2.054], [4.664, -0.120, -1.200], [3.560, -1.527, -0.177], [3.698, -0.356, 0.962], [2.625, -1.821, 2.162], [0.379, -2.608, 1.719], [0.117, -1.354, 0.665], [0.429, -1.053, 2.309], [0.778, -1.837, -0.882], [0.208, -3.186, -2.717], [1.212, -2.803, -4.834], [3.410, 0.180, -3.386], [-3.434, -4.970, 3.243], [-2.751, -4.146, 2.178], [-1.664, -3.652, 2.361], [-3.485, -3.975, 0.876], [-2.804, -5.019, 4.125], [-4.390, -4.517, 3.507], [-3.615, -5.980, 2.875], [-4.440, -3.482, 1.045], [-3.666, -4.949, 0.419], [-2.889, -3.368, 0.201], [-3.363, 1.342, 2.779], [-4.531, 1.582, 1.857], [-5.348, 0.728, 1.614], [-4.628, 2.958, 1.244], [-3.394, 0.325, 3.160], [-2.423, 1.493, 2.246], [-3.409, 2.039, 3.618], [-3.735, 3.167, 0.653], [-4.712, 3.712, 2.027], [-5.503, 3.009, 0.603]],
  "energy_ha": -1941.40157,
  "lumo_energy_ev": 0.49,
  "smiles": "CCC[C@H](C)[C@]1(S(C)(=O)=O)C(=O)OC[C@]1(C[C@@H](C)F)c1cccnc1.CC(C)=O.CC(C)=O",
  "largest_force_ev_per_a": 2.882,
  "e_homo_ev": -9.4
}



Entry 2:
{
  "formula": "C24H38N2O8P2ReS",
  "method": "the ωB97M-V functional and the def2-TZVPD basis",
  "elements": ["Re", "O", "C", "O", "C", "C", "C", "C", "C", "N", "H", "H", "H", "H", "S", "C", "C", "C", "C", "C", "N", "H", "H", "H", "H", "C", "C", "C", "O", "P", "O", "C", "P", "O", "O", "C", "C", "C", "O", "C", "C", "C", "O", "C", "C", "C", "H", "H", "H", "H", "H", "H", "H", "H", "H", "H", "H", "H", "H", "H", "H", "H", "H", "H", "H", "H", "H", "H", "H", "H", "H", "H", "H", "H", "H", "H"],
  "xyz": [[0.934, -1.501, 0.560], [1.577, 0.972, 3.732], [1.606, 0.143, 2.874], [0.646, -0.160, 1.999], [2.832, -0.715, 2.679], [3.866, -0.775, 3.600], [4.863, -1.694, 3.324], [4.931, -2.425, 2.192], [3.871, -2.318, 1.323], [2.829, -1.492, 1.593], [3.809, -0.146, 4.493], [5.636, -1.789, 4.070], [5.777, -3.040, 1.864], [3.798, -2.808, 0.383], [1.367, -3.438, -0.729], [0.495, -4.088, 0.645], [0.077, -5.371, 0.785], [-0.690, -5.677, 1.869], [-1.005, -4.708, 2.829], [-0.550, -3.451, 2.692], [0.202, -3.169, 1.574], [0.186, -6.210, 0.043], [-1.098, -6.659, 1.973], [-1.573, -4.922, 3.711], [-0.734, -2.661, 3.375], [-4.324, 1.329, 1.257], [-4.003, -0.017, 0.689], [-3.291, -0.894, 1.766], [-3.093, 0.139, -0.475], [-1.624, -0.234, -0.902], [-0.969, -1.346, -0.147], [-0.835, 1.388, -0.523], [0.892, 1.514, -0.747], [1.496, 0.143, -0.557], [1.510, 2.447, 0.288], [1.298, 3.936, 0.596], [0.314, 4.138, 1.684], [1.048, 4.645, -0.682], [0.999, 1.945, -2.256], [2.263, 1.988, -2.996], [3.518, 2.141, -2.155], [2.316, 0.749, -3.876], [-1.705, -0.518, -2.414], [-2.894, -0.355, -3.413], [-3.470, 1.026, -3.380], [-3.862, -1.532, -3.235], [-5.112, 1.317, 2.018], [-4.732, 1.947, 0.416], [-3.507, 1.825, 1.715], [-4.960, -0.507, 0.309], [-2.436, -0.363, 2.133], [-2.897, -1.828, 1.378], [-4.035, -1.131, 2.597], [-1.049, 1.632, 0.549], [-1.351, 2.124, -1.086], [2.301, 4.248, 0.923], [-0.748, 4.066, 1.389], [0.436, 5.176, 1.993], [0.530, 3.463, 2.493], [0.088, 4.577, -1.090], [1.682, 4.296, -1.446], [1.272, 5.713, -0.526], [2.176, 2.872, -3.623], [3.746, 1.227, -1.496], [3.516, 3.072, -1.526], [4.307, 2.232, -2.824], [2.641, -0.056, -3.246], [3.115, 0.910, -4.604], [1.379, 0.588, -4.369], [-2.346, -0.503, -4.304], [-4.016, 1.200, -2.426], [-4.234, 1.107, -4.149], [-2.701, 1.752, -3.442], [-4.661, -1.410, -2.510], [-3.271, -2.400, -3.008], [-4.368, -1.673, -4.212]],
  "energy_ha": -2807.68803,
  "lumo_energy_ev": [-5.33, -6.77],
  "total_charge": 2,
  "spin_multiplicity": 4,
  "largest_force_ev_per_a": 3.296,
  "e_homo_ev": [-13.9, -14.4]
}



Entry 3:
{
  "formula": "C24H38N4O5PdSSb",
  "method": "the ωB97M-V functional and the def2-TZVPD basis",
  "elements": ["Pd", "N", "C", "O", "C", "C", "C", "N", "C", "C", "H", "H", "H", "H", "H", "H", "C", "C", "Sb", "C", "C", "C", "C", "H", "H", "H", "H", "H", "H", "H", "H", "H", "H", "H", "H", "H", "H", "H", "O", "C", "C", "C", "C", "C", "C", "N", "H", "H", "H", "H", "H", "H", "H", "H", "H", "H", "H", "N", "C", "C", "C", "C", "C", "C", "S", "O", "O", "O", "H", "H", "H", "H", "H", "H"],
  "xyz": [[0.411, -0.286, -0.229], [-0.081, 3.332, 6.128], [0.258, 3.741, 4.883], [0.544, 4.881, 4.592], [0.290, 2.668, 3.819], [0.663, 1.357, 4.063], [0.738, 0.469, 3.005], [0.456, 0.829, 1.753], [0.091, 2.105, 1.510], [0.005, 3.046, 2.511], [-0.124, 4.026, 6.856], [-0.469, 2.425, 6.313], [0.926, 1.017, 5.057], [1.048, -0.556, 3.165], [-0.123, 2.370, 0.485], [-0.260, 4.072, 2.293], [-4.207, -2.878, -0.572], [-2.910, -2.534, -1.302], [-2.073, -0.666, -0.644], [-2.828, -0.444, 1.359], [-4.201, 0.217, 1.470], [-3.105, 0.783, -1.843], [-4.562, 0.428, -2.125], [-4.617, -3.799, -0.989], [-4.961, -2.099, -0.686], [-4.041, -3.044, 0.492], [-3.067, -2.429, -2.376], [-2.153, -3.302, -1.149], [-2.069, 0.143, 1.872], [-2.820, -1.446, 1.789], [-4.216, 1.195, 0.985], [-4.453, 0.368, 2.521], [-4.985, -0.401, 1.031], [-2.534, 0.862, -2.769], [-3.011, 1.737, -1.322], [-4.658, -0.537, -2.622], [-4.996, 1.180, -2.785], [-5.159, 0.406, -1.214], [0.362, 1.530, -1.565], [0.479, 1.416, -2.812], [0.862, 0.127, -3.500], [2.234, 0.190, -4.228], [2.796, 1.602, -4.415], [1.979, 2.468, -5.374], [0.482, 2.473, -5.037], [0.236, 2.463, -3.592], [0.066, -0.117, -4.206], [0.870, -0.654, -2.742], [2.146, -0.298, -5.199], [2.959, -0.386, -3.652], [3.812, 1.524, -4.801], [2.872, 2.093, -3.441], [2.096, 2.106, -6.397], [2.369, 3.486, -5.344], [-0.006, 1.603, -5.474], [-0.002, 3.356, -5.447], [0.039, 3.335, -3.121], [2.646, -1.066, -0.504], [2.805, -1.938, 0.662], [1.700, -2.152, 1.463], [1.772, -2.900, 2.625], [2.995, -3.439, 2.973], [4.114, -3.278, 2.158], [4.016, -2.530, 0.991], [3.166, -4.292, 4.568], [3.616, -5.613, 4.183], [1.828, -4.219, 5.130], [4.156, -3.468, 5.235], [3.224, -0.237, -0.393], [2.971, -1.531, -1.345], [0.737, -1.698, 1.189], [0.919, -3.072, 3.272], [5.052, -3.730, 2.456], [4.885, -2.388, 0.358]],
  "energy_ha": -2298.56264,
  "lumo_energy_ev": [-3.29, -6.19],
  "total_charge": 1,
  "spin_multiplicity": 3,
  "largest_force_ev_per_a": 1.383,
  "e_homo_ev": [-9.5, -9.5]
}



Entry 4:
{
  "formula": "C24H38N4P2V",
  "method": "the ωB97M-V functional and the def2-TZVPD basis",
  "elements": ["C", "C", "C", "C", "C", "C", "C", "C", "C", "C", "C", "C", "C", "H", "H", "H", "H", "H", "H", "H", "N", "V", "C", "H", "H", "C", "H", "H", "P", "P", "C", "H", "H", "H", "C", "H", "H", "H", "C", "H", "H", "H", "C", "H", "H", "H", "H", "H", "C", "N", "C", "C", "N", "N", "C", "C", "H", "H", "H", "H", "H", "H", "H", "H", "H", "H", "H", "H", "H"],
  "xyz": [[-1.190, 3.479, -3.172], [-1.015, 2.271, -2.507], [0.288, 1.886, -2.098], [1.402, 2.719, -2.387], [1.170, 3.969, -2.984], [-0.112, 4.344, -3.375], [2.755, 2.225, -2.203], [2.851, 0.776, -2.245], [1.702, -0.025, -2.010], [1.726, -1.415, -2.314], [2.910, -1.988, -2.768], [4.062, -1.216, -2.930], [4.032, 0.148, -2.668], [-2.188, 3.726, -3.534], [2.024, 4.621, -3.166], [-0.277, 5.308, -3.857], [3.476, 2.697, -2.880], [2.909, -3.054, -3.009], [4.981, -1.684, -3.273], [4.918, 0.769, -2.811], [0.531, 0.615, -1.543], [-0.398, -0.102, -0.032], [-2.226, 1.402, -2.257], [-2.196, 0.456, -2.823], [-3.143, 1.938, -2.528], [0.502, -2.307, -2.152], [-0.345, -1.990, -2.786], [0.756, -3.345, -2.402], [-2.402, 0.990, -0.476], [-0.081, -2.339, -0.415], [1.257, -3.230, 0.457], [1.095, -3.162, 1.542], [1.269, -4.289, 0.160], [2.234, -2.785, 0.227], [-1.491, -3.470, -0.337], [-1.258, -4.420, -0.839], [-1.733, -3.663, 0.718], [-2.362, -3.001, -0.814], [-2.485, 2.645, 0.290], [-3.383, 3.181, -0.046], [-2.500, 2.529, 1.381], [-1.596, 3.227, 0.014], [-4.077, 0.331, -0.316], [-4.445, 0.508, 0.703], [-4.752, 0.811, -1.036], [-4.065, -0.751, -0.496], [3.446, 2.966, -1.012], [3.757, 3.241, -0.339], [-2.513, -1.819, 3.971], [-1.200, -1.171, 4.064], [-0.743, -0.856, 5.410], [-0.638, -0.633, 2.947], [-1.316, -0.580, 1.804], [0.632, -0.164, 2.906], [1.680, -0.589, 3.809], [1.060, 0.316, 1.569], [-2.757, -2.259, 4.942], [-2.512, -2.626, 3.221], [-3.317, -1.104, 3.723], [0.052, -1.543, 5.725], [-0.403, 0.184, 5.486], [-1.586, -1.006, 6.096], [-2.266, -0.936, 1.864], [2.641, -0.257, 3.397], [1.561, -0.124, 4.794], [1.717, -1.688, 3.900], [1.177, -0.577, 0.881], [0.345, 1.103, 1.213], [2.050, 0.786, 1.627]],
  "e_above_lowest_kcal_mol": 34.1,
  "energy_ha": -2782.46186,
  "lumo_energy_ev": [-7.37, -7.47],
  "total_charge": 2,
  "spin_multiplicity": 2,
  "largest_force_ev_per_a": 5.071,
  "e_homo_ev": [-12.8, -12.1]
}